This record from OMol25 describes a structure of composition C16H39F3N3O5Ti. The level of theory is wB97M-V/def2-TZVPD.

Values from the calculation:
- E: -63195.3837 eV
- Gap between HOMO and LUMO (spin up / spin down): 0.136 / 0.283 Eh
- Multiplicity: 4
- Charge: 0
- Energy relative to the best compared isomer or geometry (same formula, charge and spin): 55.8 kcal per mole
- HOMO (spin up / spin down): -3.5 / -7.6 eV

Element x y z (Å)
Ti -0.61 -0.60 0.34
C -0.95 -2.98 -1.51
O -0.42 -1.69 -1.76
O -1.36 -2.88 -0.15
C -2.02 -3.26 -2.63
F -1.50 -3.48 -3.85
F -2.57 -4.42 -2.43
F -2.99 -2.37 -2.78
C 0.65 -1.54 -2.70
C 1.18 -0.08 -2.71
H 0.40 0.68 -2.80
H 1.72 0.13 -1.79
H 1.93 -0.07 -3.50
H 0.32 -1.80 -3.71
H 1.52 -2.16 -2.50
H -0.19 -3.76 -1.50
C 3.34 -2.75 0.13
C 2.84 -2.19 1.47
C 3.56 -0.93 1.91
O 4.93 -1.09 2.01
C 5.60 0.06 2.58
N 1.46 -1.88 1.37
H 3.33 -2.02 -0.67
H 2.91 -3.71 -0.16
H 4.42 -2.81 0.30
H 3.01 -2.95 2.24
H 3.25 -0.63 2.91
H 3.34 -0.09 1.25
H 5.50 0.96 1.96
H 6.66 -0.19 2.49
H 5.32 0.24 3.62
H 1.17 -1.63 2.31
H 0.96 -2.75 1.21
C -4.64 1.06 -1.60
C -3.10 1.04 -1.53
C -2.34 2.39 -1.99
O -2.47 2.59 -3.40
C -2.00 3.85 -3.92
N -2.75 0.68 -0.22
H -4.90 1.31 -2.63
H -5.16 1.75 -0.93
H -5.05 0.07 -1.43
H -2.71 0.23 -2.14
H -1.29 2.25 -1.71
H -2.74 3.23 -1.43
H -2.50 4.66 -3.37
H -2.20 4.00 -4.98
H -0.92 3.92 -3.81
H -3.12 1.32 0.47
H -3.28 -0.15 0.03
C -1.56 1.09 4.40
C -1.24 0.96 2.92
C 0.22 1.39 2.47
O 0.29 1.52 1.03
C 1.44 2.20 0.50
N -1.41 -0.45 2.68
H -1.50 2.13 4.71
H -0.83 0.56 5.01
H -2.56 0.72 4.61
H -1.95 1.56 2.35
H 0.98 0.73 2.89
H 0.47 2.35 2.92
H 1.36 2.14 -0.59
H 2.45 2.03 0.86
H 1.24 3.25 0.73
H -2.28 -0.86 2.99
H -0.68 -0.89 3.21